Record 1
16
Properties=species:S:1:pos:R:3:forces:R:3 method="wB97M-V/def2-TZVPD" e_above_lowest_kcal_mol=69.20 smiles="N[C@H](CCO)C(=O)[O-]" e_homo_ev=-4.08 total_charge=-1 largest_force_ev_per_a=6.73 e_lumo_ha=0.1419 gap_ev=7.936 multiplicity=1
N 1.248074 -0.621858 0.851901 1.61 -2.67 -5.05
C -0.138692 -0.620386 0.435423 -1.32 -0.54 -1.85
C -0.462421 0.811989 -0.185941 -1.67 0.25 -0.61
C -0.016621 1.097322 -1.651129 3.47 -1.98 1.51
O 1.443848 0.820808 -1.771321 0.15 -2.87 1.30
C -1.254149 -0.970680 1.459825 4.08 2.31 4.54
O -2.278997 -1.359459 0.993725 -3.12 -1.21 -1.16
O -0.909100 -0.739318 2.710066 -0.79 -0.65 -2.49
H 1.338106 -0.395250 1.729035 -0.23 2.60 6.20
H 1.834319 -1.491961 0.937538 -1.67 0.38 -1.16
H -0.414979 -1.454554 -0.270172 1.06 0.94 -0.12
H -0.086929 1.521473 0.577621 -0.18 -0.05 -0.68
H -1.589696 0.957326 -0.335832 1.21 -0.42 1.03
H 0.188177 2.086498 -2.017371 -2.02 0.94 -0.02
H -0.529219 0.361841 -2.286357 -0.22 0.69 -0.23
H 1.628279 -0.003790 -1.177010 -0.36 2.26 -1.23



Record 2
16
Properties=species:S:1:pos:R:3:forces:R:3 method="wB97M-V/def2-TZVPD" e_above_lowest_kcal_mol=17.60 e_homo_ev=-4.47 total_charge=-1 largest_force_ev_per_a=3.27 e_lumo_ha=0.1471 gap_ev=8.475 multiplicity=1
C 0.685775 -1.152478 -3.103048 -0.32 1.35 0.81
C 0.209541 -0.819227 -1.617963 2.02 -0.08 -1.42
O 0.062572 -1.851233 -0.960407 -0.80 0.14 1.30
O 0.241638 0.413434 -1.301307 -0.78 -0.82 0.22
H 1.811022 -0.974751 -3.129650 -1.55 -0.20 -0.33
H 0.079974 -0.451524 -3.705257 0.85 -0.17 -0.35
H 0.380720 -2.170120 -3.334241 0.38 -0.07 -0.05
C 0.252764 0.012268 2.297545 -0.01 -0.75 2.05
C -0.810385 1.118320 2.229248 1.24 0.24 -0.20
O -1.244807 1.584729 3.272943 -0.18 0.06 0.24
N -1.112452 1.584361 1.017379 0.71 -0.98 -3.04
H -1.504437 2.482102 0.804864 -0.46 0.13 0.83
H -0.735104 1.115151 0.123035 0.00 0.33 1.50
H 0.692218 -0.575156 1.507551 -0.88 0.16 -1.05
H -0.161448 -0.661802 3.069416 0.08 -0.15 -0.49
H 1.152415 0.345931 2.829891 -0.29 0.81 -0.02



Record 3
16
Properties=species:S:1:pos:R:3:forces:R:3 method="wB97M-V/def2-TZVPD" e_above_lowest_kcal_mol=248.52 e_homo_ev=-3.83 total_charge=-1 largest_force_ev_per_a=3.26 e_lumo_ha=-0.0140 gap_ev=3.446 multiplicity=1
O 0.684990 -1.153320 -3.445917 0.11 -0.21 0.23
C -0.531304 -0.677545 -3.300303 -0.43 -0.57 -0.63
C 0.174509 -0.216200 0.628244 2.34 -1.93 -0.70
C -1.102010 0.540145 1.030792 -3.06 1.11 0.12
O -2.173760 0.064149 0.424822 0.76 0.35 0.25
N 1.381738 -0.083390 0.888141 -2.51 -0.16 -0.17
C 1.657005 0.537109 2.336005 1.11 0.72 1.93
O 1.485325 1.811408 2.399137 -0.31 -0.45 -0.53
H -0.895421 -0.674641 -2.204052 0.12 0.38 0.26
H -1.367474 -1.323025 -3.719118 0.37 -0.01 0.18
H -0.995815 1.634633 0.937083 0.59 -0.20 -0.06
H -1.120191 0.300031 2.125462 0.58 -0.27 0.11
H -0.677430 0.307676 -3.772524 -0.17 0.41 0.49
H -0.213428 -1.143333 0.156676 0.42 0.49 -0.75
H 1.008098 -0.088351 3.027634 -0.09 0.26 -0.67
H 2.685164 0.164654 2.487918 0.17 0.07 -0.06



Record 4
16
Properties=species:S:1:pos:R:3:forces:R:3 method="wB97M-V/def2-TZVPD" e_above_lowest_kcal_mol=14.00 e_homo_ev=-4.57 total_charge=-1 largest_force_ev_per_a=1.96 e_lumo_ha=0.1419 gap_ev=8.431 multiplicity=1
C 1.883893 1.210997 -1.361600 0.27 -1.90 0.36
C 0.920165 2.020433 -0.537573 0.00 0.64 -0.03
O 0.650982 3.175386 -0.841747 0.11 0.07 0.39
N 0.426809 1.364766 0.548651 0.52 -0.15 -0.18
H -0.069129 1.849720 1.278545 -0.28 0.10 -0.48
H 0.291603 0.360411 0.410986 -0.07 -0.31 0.24
H 2.948434 1.410309 -1.207335 -0.24 0.99 -0.15
H 1.609879 1.178996 -2.411158 0.12 0.35 -0.07
H 1.880872 0.171949 -1.007506 -0.54 -0.01 -0.22
C -1.580813 -1.912156 1.351938 -1.48 -0.61 0.68
C -1.381298 -1.707249 -0.154818 1.04 -0.01 -0.16
O -0.192067 -1.334714 -0.427049 -0.32 0.17 -0.02
O -2.320522 -1.887828 -0.941773 -0.02 -0.05 0.25
H -2.570018 -2.306119 1.612762 -0.27 0.15 -0.45
H -1.553801 -0.942503 1.842892 0.48 0.10 0.20
H -0.944995 -2.652403 1.844779 0.68 0.47 -0.34